Computed, not measured: a cluster of 2 separate species, C4H8N2O in total, with ωB97M-V/def2-TZVPD.

```
15
Properties=species:S:1:pos:R:3:nbo_charge:R:1
O 2.983 -1.025 -0.338 -0.55
H -2.152 2.300 0.710 0.20
N 0.640 -2.380 0.853 -0.60
H -0.318 0.883 1.203 0.37
C -2.098 1.295 0.282 -0.41
C -0.524 -0.432 -0.307 -0.25
H -0.880 -0.555 -1.326 0.23
H 2.064 0.757 0.004 0.12
C 0.056 -1.452 0.295 0.34
H 2.126 0.141 -1.759 0.12
N -0.706 0.856 0.266 -0.61
H -2.764 0.626 0.848 0.18
C 2.379 -0.039 -0.697 0.28
H -2.466 1.349 -0.748 0.20
H 1.659 -2.325 0.712 0.39
```

Summary:
**Charge**: 0
**ΔE to the lowest compared entry with this formula, charge and spin**: 349.9 kJ/mol
**E**: -9302.767 eV
**Molecular weight**: 100.12 g/mol
**Maximum force**: 0.69 eV/A
**SMILES**: CNC=C=N.C=O
**Spin multiplicity**: 1

=====

Computed, not measured: a structure of composition C4H8N2O, with ωB97M-V/def2-TZVPD.

```
15
Properties=species:S:1:pos:R:3:nbo_charge:R:1
C 1.219 -1.479 0.307 -0.44
H -0.984 2.009 -1.258 0.23
H 1.701 2.394 0.224 0.51
H -2.774 -1.218 0.329 0.34
C -0.685 1.527 -0.327 -0.73
H 1.538 -2.001 -0.599 0.21
C 0.594 0.908 -0.150 0.66
H -1.274 -0.844 -1.314 0.15
H 0.631 -2.166 0.920 0.24
C -1.160 -0.404 -0.312 0.25
O 1.795 1.435 0.148 -0.65
N 0.350 -0.372 -0.025 -0.36
H -1.083 2.027 0.550 0.24
H 2.103 -1.124 0.839 0.22
N -1.972 -0.691 0.666 -0.88
```

Summary:
**Charge**: 0
**ΔE to the lowest compared entry with this formula, charge and spin**: 443.6 kJ/mol
**E**: -9301.796 eV
**Molecular weight**: 100.12 g/mol
**Maximum force**: 1.88 eV/A
**Spin multiplicity**: 1

=====

Computed, not measured: a structure of composition C4H8N2O, with ωB97M-V/def2-TZVPD.

```
15
Properties=species:S:1:pos:R:3:nbo_charge:R:1
H -0.525 0.681 -2.523 0.23
O 0.911 1.476 -0.299 -0.52
N 0.080 1.384 1.977 -0.83
H -0.716 -0.722 1.764 0.44
H -0.935 -1.575 0.339 0.40
H 1.657 -0.047 -1.548 0.18
H -0.652 -1.011 -2.021 0.20
C 0.873 -0.450 0.518 -0.33
N -0.242 -1.303 1.046 -0.70
C 0.623 0.900 0.929 0.52
C -0.509 0.015 -1.656 -0.66
H -0.100 2.382 1.886 0.36
H -1.357 0.287 -1.014 0.20
H 0.095 -2.154 1.495 0.42
C 0.798 0.139 -0.893 0.08
```

Summary:
**Charge**: 0
**ΔE to the lowest compared entry with this formula, charge and spin**: 377.7 kJ/mol
**E**: -9302.479 eV
**Molecular weight**: 100.12 g/mol
**Maximum force**: 0.44 eV/A
**Spin multiplicity**: 1

=====

Computed, not measured: a cluster of 2 separate species, C4H8N2O in total, with ωB97M-V/def2-TZVPD.

```
15
Properties=species:S:1:pos:R:3:nbo_charge:R:1
H -2.226 -0.989 2.029 0.24
H 1.095 0.150 -1.784 0.21
H 3.041 -0.701 0.423 0.19
C 1.352 -0.138 -0.771 -0.01
O -3.078 -0.047 -1.044 -0.58
C 2.602 -0.559 -0.553 -0.42
H -3.308 0.533 -1.783 0.47
N 0.664 0.714 0.275 -0.78
H 1.181 0.745 1.148 0.38
C -1.434 -0.360 1.656 -0.63
H 0.484 1.658 -0.042 0.39
N -1.695 -0.199 -0.855 -0.31
H -0.653 0.104 2.244 0.21
H 3.319 -0.819 -1.312 0.21
C -1.341 -0.090 0.370 0.42
```

Summary:
**Charge**: 0
**ΔE to the lowest compared entry with this formula, charge and spin**: 667.4 kJ/mol
**E**: -9299.476 eV
**Molecular weight**: 100.12 g/mol
**Maximum force**: 4.06 eV/A
**SMILES**: C=C=NO.C=CN
**Spin multiplicity**: 1

=====

Computed, not measured: an isolated molecule of C4H8N2O, with ωB97M-V/def2-TZVPD.

```
15
Properties=species:S:1:pos:R:3:nbo_charge:R:1
H -2.112 1.793 0.835 0.21
H -1.916 0.149 1.634 0.19
C 0.518 -0.282 0.801 -0.32
C -1.514 0.109 -0.526 -0.26
H 2.509 -0.266 -1.893 0.40
H 0.021 -1.243 1.013 0.20
O 2.683 -1.214 0.403 -0.61
H 0.995 0.530 -1.593 0.41
N -0.380 0.675 0.183 -0.42
C 1.740 -0.595 -0.054 0.67
H -1.786 0.596 -1.459 0.20
C -1.698 0.789 0.778 -0.25
N 1.664 -0.184 -1.349 -0.83
H -1.607 -0.976 -0.523 0.19
H 0.883 0.117 1.752 0.23
```

Summary:
**Charge**: 0
**ΔE to the lowest compared entry with this formula, charge and spin**: 157.8 kJ/mol
**E**: -9304.757 eV
**Molecular weight**: 100.12 g/mol
**Maximum force**: 0.33 eV/A
**SMILES**: NC(=O)CN1CC1
**Spin multiplicity**: 1

=====

Computed, not measured: a cluster of 2 separate species, C4H8N2O in total, with ωB97M-V/def2-TZVPD.

```
15
Properties=species:S:1:pos:R:3:nbo_charge:R:1
C -0.915 -1.153 2.294 0.46
H 2.231 1.784 -0.931 0.23
H -1.206 -0.217 -1.435 0.36
C 1.615 1.500 -1.781 -0.69
H 0.354 -2.411 3.326 0.24
N -0.551 0.555 -1.701 -0.01
C 0.708 0.457 -1.359 -0.02
N -1.243 -0.230 1.559 -0.67
H -1.893 0.522 1.882 0.40
H 0.876 2.249 -2.130 0.26
H -1.201 -2.991 2.820 0.23
H 2.122 1.019 -2.631 0.23
H 0.950 -0.340 -0.693 0.20
O -1.174 1.442 -2.274 -0.55
C -0.672 -2.186 3.053 -0.67
```

Summary:
**Charge**: 0
**ΔE to the lowest compared entry with this formula, charge and spin**: 529.3 kJ/mol
**E**: -9300.908 eV
**Molecular weight**: 100.12 g/mol
**Maximum force**: 4.33 eV/A
**SMILES**: C/C=[NH+]\[O-].C=C=N
**Spin multiplicity**: 1

=====

Computed, not measured: an isolated molecule of C4H8N2O, with ωB97M-V/def2-TZVPD.

```
15
Properties=species:S:1:pos:R:3:nbo_charge:R:1
N 0.947 1.681 1.955 -0.33
C 1.672 -1.185 -0.485 -0.42
H -1.807 0.451 1.155 0.17
C -0.094 0.462 -0.137 -0.17
N 0.327 -0.917 0.025 -0.60
C -1.604 0.677 0.103 -0.05
O -2.465 -0.042 -0.729 -0.70
H 2.420 -0.494 -0.069 0.18
H 1.683 -1.093 -1.576 0.20
H -2.509 -0.947 -0.396 0.48
H -1.802 1.742 -0.054 0.19
H 0.172 0.764 -1.159 0.24
C 0.556 1.289 0.936 0.25
H 0.338 -1.114 1.022 0.36
H 1.981 -2.207 -0.232 0.21
```

Summary:
**Charge**: 0
**ΔE to the lowest compared entry with this formula, charge and spin**: 189.3 kJ/mol
**E**: -9304.431 eV
**Molecular weight**: 100.12 g/mol
**Maximum force**: 1.29 eV/A
**SMILES**: CN[C@H](C#N)CO
**Spin multiplicity**: 1

=====

Computed, not measured: an isolated molecule of C4H8N2O, with ωB97M-V/def2-TZVPD.

```
15
Properties=species:S:1:pos:R:3:nbo_charge:R:1
H -2.053 0.001 0.164 0.40
H 1.300 -2.091 1.086 0.35
C -0.229 0.334 0.860 0.21
H 1.893 -1.815 -0.421 0.36
O 0.209 0.575 -2.106 -0.59
H 1.491 0.333 -0.518 0.25
H -1.564 1.188 2.161 0.21
C -0.651 0.602 2.138 -0.51
C 1.240 -0.148 0.510 -0.29
N -1.168 0.146 -0.145 -0.63
H -1.771 0.246 -2.104 0.12
N 1.194 -1.550 0.203 -0.83
H 1.894 0.172 1.319 0.18
C -0.881 0.338 -1.540 0.54
H 0.086 0.440 2.954 0.22
```

Summary:
**Charge**: 0
**ΔE to the lowest compared entry with this formula, charge and spin**: 233.8 kJ/mol
**E**: -9303.970 eV
**Molecular weight**: 100.12 g/mol
**Maximum force**: 5.92 eV/A
**SMILES**: C=C(CN)NC=O
**Spin multiplicity**: 1

=====

maximum force of number 5 (C4H8N2O)?
0.33 eV/A